Entry 1:
Entry from OMol25: a cluster of 4 separate species, C3H12O5 in total (wB97M-V/def2-TZVPD).

Results
LUMO (spin up / spin down), eV: -6.05 / -9.63
Total energy, Ha: -497.24761
Highest occupied orbital energy (spin up / spin down), Eh: -0.519 / -0.519
Orbital gap (spin up / spin down), eV: 8.08 / 4.49
Relative energy (zero: lowest compared OMol25 entry of this formula, charge and spin), kcal per mole: 67.4
<S²>: 0.759

```
! RIJCOSX wB97M-V def2-TZVPD def2/J DEFGRID3
* xyz 1 2
O -0.053 -0.900 1.976
C -0.558 0.224 1.907
C 0.235 1.052 0.944
C 0.546 2.561 0.981
O -0.064 3.058 -0.197
H -1.505 0.495 2.369
H 1.248 0.443 0.762
H 0.022 0.826 -0.175
H 0.101 2.855 2.003
H 1.579 2.655 1.070
H -0.959 3.474 0.030
H -2.450 -1.932 -1.362
H -3.521 -0.801 -1.438
O -2.776 -1.074 -1.028
H -0.031 -2.543 -1.497
H 0.490 -1.985 -2.775
O -0.236 -2.427 -2.443
H 2.174 -2.448 0.184
H 3.144 -1.344 -0.629
O 2.614 -2.188 -0.681
*
```

Just the Mulliken charges please, in e? Sure, here they are: -0.130 0.315 -0.309 -0.413 -0.453 0.380 0.179 0.407 0.292 0.352 0.359 0.333 0.278 -0.599 0.304 0.290 -0.592 0.314 0.314 -0.620

Entry 2:
Entry from OMol25: the ion C3H12OP with charge -1 (wB97M-V/def2-TZVPD).

Results
LUMO, eV: 4.11
Total energy, Ha: -537.91371
Highest occupied orbital energy, Eh: -0.108
Orbital gap, eV: 7.03
Relative energy (zero: lowest compared OMol25 entry of this formula, charge and spin), kcal per mole: 33.6

```
! RIJCOSX wB97M-V def2-TZVPD def2/J DEFGRID3
* xyz -1 1
O 2.050 -1.185 0.845
C 1.863 -0.230 -0.259
C 0.939 1.076 0.099
C -0.570 0.729 0.647
P -1.564 -0.481 -0.455
H 1.163 -1.404 1.278
H 1.346 -0.812 -1.143
H 2.920 0.151 -0.631
H 0.954 1.858 -0.801
H 1.492 1.635 0.998
H -0.571 0.381 1.772
H -1.167 1.762 0.637
H -0.596 -1.544 -0.328
H -0.987 0.029 -1.679
H -2.702 0.444 -0.524
H -2.186 -1.000 0.771
H -2.384 -1.409 -1.226
*
```

Just the Mulliken charges please, in e? Sure, here they are: -0.572 -0.416 -0.357 -1.133 -0.343 0.351 0.241 0.255 0.265 0.258 0.291 0.336 -0.118 -0.088 -0.022 -0.028 0.081

Entry 3:
Entry from OMol25: a cluster of 2 separate species, C3H12OSSi2 in total (wB97M-V/def2-TZVPD).

Results
LUMO, eV: -0.52
Total energy, Ha: -1173.93219
Highest occupied orbital energy, Eh: -0.334
Orbital gap, eV: 8.56
SMILES string: C[Si](C)(C)O.[SiH2]=S
Relative energy (zero: lowest compared OMol25 entry of this formula, charge and spin), kcal per mole: 52.8

```
! RIJCOSX wB97M-V def2-TZVPD def2/J DEFGRID3
* xyz 0 1
C 0.413 0.038 1.948
C 1.284 1.971 -0.173
C 2.093 -1.095 -0.408
O -0.664 -0.159 -0.864
Si -4.098 -0.567 -0.345
Si 0.635 0.135 0.084
S -5.118 1.106 -0.385
H 0.285 -1.038 2.297
H 1.294 0.448 2.329
H -0.390 0.804 2.137
H 2.338 2.055 -0.610
H 0.624 2.578 -0.901
H 1.209 2.413 0.740
H 1.849 -1.504 -1.427
H 3.071 -0.479 -0.471
H 2.171 -1.997 0.294
H -4.492 -1.708 -1.126
H -2.819 -0.836 0.311
H -0.382 -0.498 -1.702
*
```

Just the Mulliken charges please, in e? Sure, here they are: -1.029 -1.083 -1.005 -0.410 0.418 0.634 -0.316 0.287 0.378 0.274 0.302 0.276 0.348 0.281 0.259 0.264 -0.069 -0.068 0.259

Entry 4:
Entry from OMol25: a structure of composition C3H12P4 (wB97M-V/def2-TZVPD).

Results
LUMO (spin up / spin down), eV: -1.08 / -1.05
Total energy, Ha: -1486.67011
Highest occupied orbital energy (spin up / spin down), Eh: -0.279 / -0.277
Orbital gap (spin up / spin down), eV: 6.50 / 6.49
Relative energy (zero: lowest compared OMol25 entry of this formula, charge and spin), kcal per mole: 90.3

```
! RIJCOSX wB97M-V def2-TZVPD def2/J DEFGRID3
* xyz 0 1
C -2.908 1.918 -1.918
C 2.001 -3.234 1.189
C 0.626 0.928 0.038
P 0.218 1.063 1.769
P -1.089 1.402 -0.960
P 1.278 -1.604 1.705
P 0.920 -0.781 -0.326
H -3.749 2.371 -1.299
H -2.578 2.551 -2.759
H -3.368 1.022 -2.458
H 2.089 -4.026 1.914
H 2.999 -3.053 0.824
H 1.500 -3.814 0.508
H 1.545 1.315 2.112
H -0.352 2.539 1.749
H -0.686 1.071 -2.229
H -0.615 2.876 -1.021
H -0.210 -1.819 1.943
H 2.380 -0.724 -0.782
*
```

Just the Mulliken charges please, in e? Sure, here they are: -0.965 -1.107 -0.048 -0.201 0.086 -0.121 -0.122 0.302 0.328 0.299 0.368 0.324 0.435 0.086 0.066 0.058 0.079 0.067 0.065

Entry 5:
Entry from OMol25: a structure of composition C3H13CrN3O9 (wB97M-V/def2-TZVPD).

Results
LUMO (spin up / spin down), eV: -0.07 / -0.09
Total energy, Ha: -2008.02246
Highest occupied orbital energy (spin up / spin down), Eh: -0.280 / -0.320
Orbital gap (spin up / spin down), eV: 7.55 / 8.63
<S²>: 6.005

```
! RIJCOSX wB97M-V def2-TZVPD def2/J DEFGRID3
* xyz 0 5
Cr -0.082 0.087 -0.979
C 3.797 -0.923 -0.035
C 2.406 -0.695 -0.563
O 2.200 0.019 -1.592
O 1.428 -1.213 0.044
H 4.025 -0.262 0.798
H 4.537 -0.822 -0.825
H 3.828 -1.945 0.349
N -2.731 -2.099 0.075
O -1.607 -1.593 -0.255
O -3.721 -1.342 0.061
O -2.819 -3.288 0.341
C -0.375 1.003 2.105
O -0.101 0.932 0.902
N 0.293 1.831 2.960
N -1.389 0.233 2.620
H 1.096 2.339 2.642
H 0.191 1.689 3.947
H -1.589 0.271 3.599
H -1.693 -0.505 2.001
O 0.341 2.192 -1.914
H 0.748 2.054 -2.778
H 0.256 3.146 -1.818
O -0.513 -1.025 -2.691
H 0.055 -1.452 -3.340
H -1.215 -1.657 -2.469
O -2.095 0.890 -1.109
H -2.888 0.332 -1.069
H -2.385 1.801 -1.008
*
```

Just the Mulliken charges please, in e? Sure, here they are: 0.524 -1.098 1.142 -0.737 -0.746 0.256 0.302 0.309 0.802 -0.360 -0.664 -0.596 0.593 -0.331 -0.453 -0.345 0.236 0.179 0.182 0.169 -0.372 0.283 0.256 -0.281 0.285 0.333 -0.355 0.262 0.226

Entry 6:
Entry from OMol25: a cluster of 2 separate species, C3H13N2 in total (wB97M-V/def2-TZVPD).

Results
LUMO, eV: -3.23
Total energy, Ha: -231.35012
Highest occupied orbital energy, Eh: -0.527
Orbital gap, eV: 11.10
Relative energy (zero: lowest compared OMol25 entry of this formula, charge and spin), kcal per mole: 29.0

```
! RIJCOSX wB97M-V def2-TZVPD def2/J DEFGRID3
* xyz 1 1
C -1.655 1.112 1.667
N -1.584 0.137 0.577
H -1.598 2.135 1.287
H -2.504 1.059 2.354
H -0.750 0.993 2.278
H 0.162 0.706 0.210
H -2.475 0.259 0.100
H -1.606 -0.847 0.800
C 1.204 -1.736 -0.847
C 1.166 -0.389 -1.436
N 1.069 0.676 -0.336
H 0.177 -1.881 -0.495
H 1.431 -2.556 -1.524
H 1.799 -1.881 0.062
H 1.963 0.053 -2.051
H 0.260 -0.199 -2.013
H 1.902 0.805 0.232
H 1.039 1.554 -0.865
*
```

Just the Mulliken charges please, in e? Sure, here they are: -0.917 -0.596 0.345 0.340 0.327 0.231 0.239 0.229 -1.000 -0.285 -0.251 0.235 0.330 0.333 0.367 0.294 0.369 0.410

Entry 7:
Entry from OMol25: a cluster of 2 separate species, C3H13N2O in total (wB97M-V/def2-TZVPD).

Results
LUMO, eV: -3.02
Total energy, Ha: -306.61359
Highest occupied orbital energy, Eh: -0.504
Orbital gap, eV: 10.70
Relative energy (zero: lowest compared OMol25 entry of this formula, charge and spin), kcal per mole: 13.9

```
! RIJCOSX wB97M-V def2-TZVPD def2/J DEFGRID3
* xyz 1 1
C -0.430 -0.552 1.438
C 0.735 -1.135 0.681
C 1.923 -0.234 0.435
N 1.490 0.889 -0.448
N -1.190 0.392 0.498
H -0.172 -0.090 2.381
H -1.094 -1.418 1.560
H 0.468 -1.510 -0.310
H 1.097 -1.987 1.271
H 2.469 0.121 1.293
H 2.634 -0.842 -0.138
H 1.838 0.758 -1.389
H 1.884 1.778 -0.174
H -1.417 1.145 1.140
H -0.591 0.636 -0.306
H -2.038 -0.034 0.152
H -2.697 -0.219 -2.384
H -2.056 1.189 -2.499
O -1.986 0.343 -2.064
*
```

Just the Mulliken charges please, in e? Sure, here they are: -0.566 -0.705 -0.503 -0.611 -0.214 0.403 0.287 0.308 0.363 0.419 0.309 0.226 0.209 0.324 0.395 0.365 0.313 0.314 -0.635

Entry 8:
Entry from OMol25: a cluster of 2 separate species, C3H13N2O in total (wB97M-V/def2-TZVPD).

Results
LUMO, eV: -3.05
Total energy, Ha: -306.53062
Highest occupied orbital energy, Eh: -0.491
Orbital gap, eV: 10.31
Relative energy (zero: lowest compared OMol25 entry of this formula, charge and spin), kcal per mole: 65.9

```
! RIJCOSX wB97M-V def2-TZVPD def2/J DEFGRID3
* xyz 1 1
N 0.213 1.820 1.059
C -0.938 1.109 0.326
C -0.172 0.412 -1.017
N 0.288 -0.930 -0.972
C -0.777 -1.969 -0.913
H 0.949 0.839 1.184
H 0.661 2.452 0.397
H -0.042 2.466 1.815
H -1.272 0.356 1.169
H -1.468 1.967 -0.170
H -1.002 0.681 -1.636
H 0.581 1.120 -1.286
H 0.785 -1.113 -1.924
H -0.973 -1.883 0.171
H -0.364 -3.032 -1.075
H -1.488 -1.697 -1.748
H 1.948 -0.944 2.247
H 1.548 -1.172 0.841
O 1.524 -0.485 1.532
*
```

Just the Mulliken charges please, in e? Sure, here they are: -0.429 -0.471 -1.040 -0.281 -0.859 0.495 0.322 0.300 0.308 0.378 0.393 0.641 0.279 0.303 0.277 0.344 0.334 0.302 -0.596